Density functional theory data (ωB97M-V/def2-TZVPD) for a structure of composition C31H46BrN3OP2Pd in a non-equilibrium geometry.

Element x y z (Å)
N: -6.779 5.244 -5.613
C: -6.570 5.826 -4.432
C: -5.739 5.266 -3.452
C: -5.060 4.053 -3.728
C: -5.310 3.451 -4.985
C: -6.174 4.091 -5.889
C: -4.119 3.466 -2.779
Pd: 0.137 -0.377 0.926
P: 5.894 -1.037 0.052
C: -3.226 2.495 -3.106
C: -2.279 1.977 -2.165
C: -1.062 1.454 -2.649
C: -0.067 1.056 -1.756
C: -0.430 1.051 -0.411
C: -1.544 1.683 0.131
C: -2.508 2.117 -0.783
Br: 2.380 0.467 -0.060
H: -4.108 3.945 -1.797
H: -3.130 2.201 -4.153
H: -5.610 5.789 -2.506
H: -4.850 2.505 -5.265
H: -7.078 6.775 -4.250
H: -6.369 3.647 -6.867
H: -0.868 1.426 -3.720
H: -3.427 2.581 -0.429
H: 0.915 0.733 -2.098
H: -1.678 1.780 1.201
P: -0.255 -2.367 -0.019
C: 5.618 0.754 0.296
C: 6.764 1.604 -0.255
H: 5.491 0.928 1.375
H: 4.662 1.026 -0.192
H: 6.637 2.650 0.048
H: 7.724 1.254 0.139
H: 6.800 1.580 -1.350
C: 5.142 -1.448 -1.565
C: 5.949 -2.566 -2.239
H: 5.144 -0.535 -2.176
H: 4.095 -1.735 -1.401
H: 5.677 -2.659 -3.295
H: 7.024 -2.359 -2.184
H: 5.765 -3.536 -1.766
C: 4.781 -1.850 1.252
C: 5.574 -2.153 2.532
H: 4.411 -2.780 0.794
H: 3.925 -1.177 1.418
H: 5.052 -2.892 3.150
H: 6.565 -2.563 2.288
H: 5.715 -1.246 3.134
C: -0.077 -3.750 1.155
C: -1.217 -4.764 1.262
H: 0.116 -3.293 2.136
H: 0.849 -4.254 0.848
H: -2.117 -4.334 1.721
H: -1.498 -5.190 0.291
H: -0.887 -5.594 1.901
C: 0.989 -2.607 -1.331
C: 0.471 -2.600 -2.766
H: 1.491 -3.557 -1.091
H: 1.726 -1.793 -1.193
H: -0.257 -3.401 -2.947
H: 0.011 -1.639 -3.027
H: 1.314 -2.757 -3.451
C: -1.930 -2.422 -0.713
C: -3.007 -1.914 0.248
H: -2.112 -3.466 -1.002
H: -1.914 -1.815 -1.627
H: -3.796 -1.400 -0.322
H: -3.486 -2.735 0.800
H: -2.616 -1.192 0.983
N: -2.185 2.342 7.245
C: -2.229 1.031 6.832
O: -2.791 0.164 7.491
C: -1.597 0.738 5.497
C: -1.086 1.713 4.630
C: -0.542 1.328 3.398
N: -0.504 0.047 3.006
C: -0.990 -0.911 3.816
C: -1.530 -0.600 5.071
H: -2.542 2.527 8.171
H: -1.536 3.012 6.858
H: -1.117 2.775 4.855
H: -0.161 2.067 2.692
H: -0.955 -1.946 3.455
H: -1.887 -1.411 5.703

- net charge = +2
- 2S+1 = 3
- frontier orbital gap (alpha / beta) (eV) = 5.42 / 3.73
- F_max (eV/A) = 3.36
- E_tot (eV) = -131494.72064

Here are the Mulliken charges for atoms 1 to 4, given in e: atom 1 (N): -0.56, atom 2 (C): -0.31, atom 3 (C): -0.50, atom 4 (C): 0.74